{
  "formula": "C31H32N6O5Rb",
  "method": "ωB97M-V/def2-TZVPD",
  "species": ["Rb", "C", "C", "C", "C", "C", "N", "C", "C", "C", "N", "C", "C", "C", "C", "C", "C", "C", "C", "N", "C", "C", "C", "N", "C", "C", "C", "C", "O", "C", "O", "H", "H", "H", "H", "H", "H", "H", "H", "H", "H", "H", "H", "H", "H", "H", "H", "H", "H", "H", "H", "H", "H", "H", "H", "H", "H", "H", "H", "O", "C", "O", "C", "C", "C", "C", "C", "N", "H", "H", "H", "H", "O", "C", "N"],
  "positions_angstrom": [[-0.90348, 0.23172, 0.04651], [5.67101, -2.67475, 3.84004], [4.65202, -1.74052, 3.25275], [4.96352, -0.52898, 2.73924], [3.99785, 0.30431, 2.07860], [4.47764, 1.53902, 1.64774], [4.03308, 2.36548, 0.71195], [3.34162, 1.95201, -0.51470], [4.37009, 1.33669, -1.47051], [3.74063, 0.44954, -2.53649], [2.99277, -0.64188, -1.92569], [3.57227, -1.62296, -1.29759], [2.94669, -2.63910, -0.56149], [3.75584, -3.61157, 0.07380], [3.22590, -4.60984, 0.83650], [4.07396, -5.64597, 1.52275], [1.81631, -4.61475, 1.00217], [0.96969, -3.69669, 0.44380], [-0.43579, -3.72358, 0.87153], [-1.24532, -2.76084, 0.74805], [-2.50418, -2.83851, 1.45897], [-2.56292, -1.75326, 2.53726], [-1.37537, -1.75017, 3.49305], [-0.17406, -1.11957, 2.95611], [0.89906, -1.77056, 3.07862], [2.26949, -1.32680, 2.76655], [3.26980, -2.10030, 3.26578], [2.58638, -0.09822, 2.01729], [1.71872, 0.57130, 1.45767], [1.50047, -2.65806, -0.44107], [0.78470, -1.85863, -1.06341], [6.66253, -2.22086, 3.84344], [5.72844, -3.60399, 3.26709], [5.41970, -2.94500, 4.86881], [5.99379, -0.18328, 2.77122], [5.37748, 1.89443, 2.14920], [4.53830, 3.23459, 0.64143], [2.87128, 2.82219, -0.96645], [2.55636, 1.25324, -0.25157], [5.07216, 0.73558, -0.88000], [4.94958, 2.12135, -1.96517], [4.51753, 0.03327, -3.18353], [3.03828, 1.03174, -3.12904], [1.97025, -0.54678, -1.87297], [4.66084, -1.63454, -1.34728], [4.83436, -3.54192, -0.05049], [5.13097, -5.49010, 1.30237], [3.81423, -6.65856, 1.20390], [3.95272, -5.60987, 2.60959], [1.37966, -5.37604, 1.64658], [-0.72180, -4.62776, 1.43761], [-2.64429, -3.83364, 1.91471], [-3.31942, -2.65842, 0.75488], [-3.47287, -1.91946, 3.12021], [-2.69029, -0.77267, 2.07298], [-1.16160, -2.77608, 3.84053], [-1.65667, -1.16391, 4.37279], [0.88146, -2.78124, 3.52132], [2.99426, -3.02851, 3.76189], [1.78630, 2.94093, -3.13296], [0.83982, 2.32747, -2.58953], [0.86784, 1.17976, -2.08701], [-0.50195, 3.06553, -2.52780], [-0.73618, 4.15474, -3.36014], [-1.97558, 4.77043, -3.31581], [-2.93138, 4.28983, -2.43164], [-2.60219, 3.21202, -1.62165], [-1.41455, 2.61139, -1.67161], [0.05686, 4.48278, -4.01684], [-2.19563, 5.61140, -3.96333], [-3.91612, 4.73365, -2.36654], [-3.30875, 2.78895, -0.91353], [-5.93054, 1.01986, 1.34940], [-4.81914, 0.83802, 0.89992], [-3.73105, 0.65939, 0.46071]],
  "forces_ev_per_angstrom": [[0.114, -0.021, -0.040], [-0.001, 0.006, 0.009], [-0.009, 0.000, -0.006], [-0.011, 0.013, 0.003], [0.062, -0.012, -0.004], [-0.008, 0.036, -0.044], [-0.002, -0.059, 0.073], [0.042, 0.019, -0.013], [-0.005, 0.004, 0.013], [-0.025, 0.020, -0.010], [-0.048, 0.026, -0.033], [0.031, -0.018, 0.009], [-0.028, -0.021, 0.021], [0.013, 0.009, 0.025], [0.010, -0.016, 0.019], [-0.007, 0.004, 0.012], [-0.019, 0.026, -0.016], [-0.024, 0.016, 0.014], [-0.056, 0.131, -0.009], [0.053, -0.114, 0.044], [0.011, -0.009, -0.025], [-0.018, 0.006, -0.028], [0.001, 0.000, 0.040], [-0.076, 0.018, -0.020], [0.070, -0.054, -0.033], [0.021, -0.049, -0.013], [-0.006, 0.006, -0.004], [-0.010, 0.040, 0.045], [-0.021, 0.042, -0.003], [-0.006, -0.126, -0.043], [0.032, 0.087, 0.029], [0.000, -0.002, -0.001], [0.000, -0.005, -0.004], [0.001, -0.002, -0.001], [-0.001, 0.001, -0.003], [-0.007, 0.000, -0.006], [-0.009, 0.005, -0.014], [0.000, -0.019, 0.003], [0.009, 0.011, 0.007], [-0.003, -0.007, -0.012], [-0.004, 0.007, 0.002], [-0.004, -0.008, 0.009], [0.015, 0.010, -0.007], [0.001, 0.015, 0.007], [0.002, -0.005, 0.002], [-0.005, -0.006, -0.004], [-0.001, 0.000, -0.001], [-0.003, 0.000, -0.004], [0.000, -0.001, -0.003], [0.003, -0.003, 0.004], [0.002, 0.008, 0.003], [-0.001, 0.001, 0.007], [0.000, -0.004, 0.001], [-0.004, 0.002, 0.000], [0.002, -0.038, 0.001], [0.002, -0.002, 0.002], [-0.002, -0.001, 0.002], [-0.002, 0.001, 0.019], [-0.007, -0.002, -0.001], [-0.038, -0.023, 0.020], [0.060, 0.023, -0.041], [-0.022, -0.005, 0.003], [0.023, -0.004, -0.016], [-0.020, 0.022, 0.003], [-0.007, -0.030, 0.031], [0.011, 0.019, -0.017], [-0.005, 0.002, 0.002], [-0.038, 0.022, -0.044], [-0.001, -0.004, -0.001], [-0.006, 0.002, 0.005], [0.000, 0.006, 0.001], [-0.009, -0.011, 0.006], [0.002, -0.009, 0.000], [-0.015, 0.001, -0.001], [-0.001, 0.022, 0.029]],
  "lowdin_charge": [0.8716, -0.0549, -0.2818, -0.0206, -0.1186, -0.0500, 0.0596, -0.1447, -0.1405, -0.1552, 0.0797, -0.0207, -0.1264, -0.0159, -0.2931, -0.0701, -0.0036, -0.1153, -0.1351, 0.0275, -0.2264, -0.1928, -0.2245, 0.0616, -0.1426, -0.0983, 0.0044, -0.3138, -0.0299, -0.3249, -0.0580, 0.0719, 0.0644, 0.0775, 0.1121, 0.1321, 0.1424, 0.1194, 0.0857, 0.1025, 0.1170, 0.1215, 0.1010, 0.1090, 0.1406, 0.1177, 0.0684, 0.0729, 0.0689, 0.1192, 0.1192, 0.1054, 0.1158, 0.1148, 0.0445, 0.1078, 0.1151, 0.1166, 0.1203, -0.0428, -0.6358, -0.1128, -0.1921, -0.0215, -0.0827, -0.0721, -0.1298, 0.0596, 0.1052, 0.0958, 0.0954, 0.0808, -0.0775, -0.6527, -0.0674],
  "orbital_gap_ev": 6.50,
  "total_charge": -1,
  "total_energy_ha": -1929.468336,
  "relative_energy_kj_mol": 23.9
}


{
  "formula": "C33H20BrF5N4O5S2Ta",
  "method": "ωB97M-V/def2-TZVPD",
  "species": ["Ta", "C", "C", "C", "C", "C", "C", "C", "C", "C", "S", "C", "N", "H", "H", "H", "H", "H", "H", "H", "H", "O", "C", "O", "C", "C", "C", "C", "C", "C", "N", "O", "O", "H", "H", "H", "H", "S", "C", "N", "C", "C", "C", "N", "H", "H", "H", "H", "F", "C", "C", "F", "C", "F", "C", "O", "C", "F", "C", "F", "Br", "C", "C", "C", "C", "C", "C", "H", "H", "H", "H"],
  "positions_angstrom": [[0.40563, 0.11306, 0.29928], [1.11705, -1.78817, -2.32652], [0.16095, -2.54764, -1.46284], [-0.46551, -3.71407, -1.95312], [-1.44684, -4.31234, -1.22576], [-1.82081, -3.77333, 0.02840], [-2.85386, -4.31465, 0.82558], [-3.16576, -3.73454, 2.02269], [-2.45138, -2.60980, 2.47881], [-1.43473, -2.07191, 1.73057], [-0.48378, -0.71058, 2.34216], [-1.12159, -2.64216, 0.47866], [-0.14282, -2.04904, -0.27867], [1.58043, -2.44179, -3.06262], [1.90671, -1.31635, -1.74217], [0.55716, -1.01784, -2.86750], [-0.16983, -4.09210, -2.92118], [-1.95731, -5.19185, -1.59815], [-3.39057, -5.18407, 0.46894], [-3.96118, -4.13764, 2.63429], [-2.69889, -2.16865, 3.43591], [-1.89051, -0.48549, -2.53981], [-2.22362, 0.00497, -1.49326], [-1.32786, 0.26496, -0.52811], [-3.61780, 0.37103, -1.12492], [-4.56472, 0.46538, -2.13951], [-5.87713, 0.77781, -1.83122], [-6.20518, 0.97440, -0.50231], [-5.28666, 0.87638, 0.52538], [-3.97404, 0.57503, 0.20424], [-7.61015, 1.30250, -0.16162], [-7.86086, 1.52667, 1.00278], [-8.41369, 1.30750, -1.06776], [-4.26332, 0.29070, -3.16312], [-6.63912, 0.86534, -2.59079], [-5.60609, 1.03601, 1.54427], [-3.23028, 0.48394, 0.98532], [0.32797, 2.25447, -1.81558], [1.96374, 2.21828, -2.11781], [2.55492, 3.15936, -2.92079], [3.86906, 3.15526, -3.22903], [4.66621, 2.18264, -2.71544], [4.03699, 1.24417, -1.87582], [2.75770, 1.25415, -1.58487], [1.94841, 3.87835, -3.29344], [4.21109, 3.94812, -3.87882], [5.72025, 2.13592, -2.93492], [4.62189, 0.44682, -1.42854], [7.03213, -1.89554, 2.74866], [5.85046, -1.57057, 2.24430], [5.60843, -1.71690, 0.88679], [6.55829, -2.18430, 0.08461], [4.37510, -1.37019, 0.37073], [4.15503, -1.51143, -0.94439], [3.36258, -0.85914, 1.17832], [2.18017, -0.52555, 0.65423], [3.61759, -0.73260, 2.54049], [2.66554, -0.28933, 3.35760], [4.85169, -1.08028, 3.06695], [5.07275, -0.94335, 4.36777], [1.09041, 6.21577, 3.05455], [0.88385, 4.45291, 2.42364], [-0.38650, 3.89137, 2.37281], [-0.53001, 2.59578, 1.91497], [0.57272, 1.84576, 1.48216], [1.84088, 2.43634, 1.57026], [2.00114, 3.73470, 2.03188], [-1.24378, 4.46404, 2.69835], [-1.52210, 2.16020, 1.88848], [2.72958, 1.89266, 1.27158], [2.98381, 4.18040, 2.10401]],
  "forces_ev_per_angstrom": [[0.533, -0.193, -0.834], [-0.028, 0.039, 0.006], [0.018, 0.085, -0.117], [0.008, 0.004, 0.007], [-0.001, 0.036, 0.033], [-0.009, -0.061, -0.034], [0.010, 0.006, -0.003], [0.009, 0.004, -0.012], [-0.002, -0.017, 0.012], [0.047, -0.044, 0.097], [-0.328, 0.067, -0.027], [0.065, -0.033, 0.057], [-0.169, -0.182, 0.267], [0.041, 0.005, 0.011], [0.035, 0.003, -0.002], [-0.014, -0.022, 0.010], [-0.003, -0.004, -0.004], [0.003, -0.003, -0.002], [-0.006, 0.000, 0.005], [0.001, -0.004, 0.000], [0.006, -0.001, 0.000], [-0.045, 0.007, -0.023], [0.070, -0.033, 0.118], [-0.153, 0.139, 0.071], [-0.002, -0.067, -0.062], [-0.024, -0.020, -0.005], [0.030, -0.011, 0.022], [-0.029, 0.042, -0.010], [0.019, 0.014, -0.001], [-0.014, 0.024, 0.023], [-0.010, -0.124, 0.012], [0.004, 0.037, 0.010], [-0.002, 0.051, -0.019], [0.008, 0.000, 0.003], [0.000, 0.001, 0.000], [0.006, -0.001, 0.000], [0.001, -0.005, -0.003], [0.142, -0.433, 0.422], [0.379, -0.001, -0.090], [-0.137, -0.012, 0.028], [0.007, 0.003, 0.006], [-0.065, 0.038, -0.012], [0.188, 0.062, 0.020], [-0.096, 0.129, -0.098], [0.024, 0.008, -0.011], [0.015, -0.007, -0.003], [0.004, 0.005, -0.001], [-0.053, 0.201, -0.113], [-0.018, -0.004, -0.012], [0.036, -0.012, -0.060], [0.017, -0.002, 0.077], [0.012, -0.005, -0.024], [0.013, 0.048, 0.172], [-0.045, -0.256, -0.029], [-0.132, -0.175, -0.136], [-0.311, 0.377, -0.254], [0.001, -0.032, 0.077], [0.053, 0.052, -0.095], [-0.066, 0.048, 0.090], [0.002, -0.015, -0.046], [0.004, 0.011, 0.001], [-0.033, 0.009, 0.001], [0.039, 0.031, 0.009], [0.038, -0.024, -0.032], [-0.110, 0.289, 0.493], [0.022, -0.015, 0.007], [-0.019, -0.007, -0.003], [-0.006, -0.003, -0.007], [-0.001, -0.003, 0.012], [0.015, -0.037, 0.007], [0.006, -0.009, -0.002]],
  "lowdin_charge": [1.6195, -0.0151, -0.2870, 0.0126, 0.0371, -0.1395, -0.0123, -0.0487, -0.0817, -0.5450, 0.7676, -0.2303, 0.0086, 0.0986, 0.0377, 0.0852, 0.1253, 0.1318, 0.1222, 0.1159, 0.1134, 0.1192, -0.5112, -0.3359, -0.1192, 0.0196, 0.0276, -0.1235, 0.0255, 0.0100, -0.3491, 0.0911, 0.0951, 0.1286, 0.1266, 0.1252, 0.1032, 0.7798, -0.7946, 0.0870, -0.0280, -0.0066, -0.0678, 0.0588, 0.1540, 0.1445, 0.1195, 0.1106, 0.1521, -0.1316, -0.1364, 0.1424, -0.1446, 0.0889, -0.2078, -0.2841, -0.1347, 0.1178, -0.1289, 0.1511, 0.7851, -0.6832, -0.1077, -0.1220, -0.4111, -0.1257, -0.1160, 0.1089, 0.0879, 0.0880, 0.1058],
  "orbital_gap_ev": 7.19,
  "total_charge": 1,
  "total_energy_ha": -5791.323901,
  "relative_energy_kj_mol": 52.8
}